C19H18O4 | ωB97M-V/def2-TZVPD

Properties
strongest force on any atom = 3.83 eV/A
energy above the lowest of the compared OMol25 structures with the same formula, charge and spin = 0.000 eV
frontier orbital gap = 10.1 eV
SMILES = CC(=O)O[C@]1(c2ccccc2)OC(=O)C(C)(C)c2ccccc21
HOMO = -9.36 eV
E_tot = -1035.79313 a.u.

Geometry (Å):
O1 0.827 2.999 0.855
O2 0.540 0.758 -3.200
O3 1.806 0.889 1.111
O4 1.197 0.818 -1.018
C1 1.687 2.237 1.317
C2 0.288 0.762 -1.993
C3 2.164 -3.898 -0.252
C4 0.825 -3.616 0.082
C5 3.041 -2.830 -0.378
C6 -2.122 0.255 2.612
C7 -3.176 0.324 1.699
C8 0.367 -2.331 0.229
C9 2.615 -1.525 -0.174
C10 -0.811 0.249 2.124
C11 -2.898 0.464 0.336
C12 1.297 -1.262 0.163
C13 -0.524 0.349 0.739
C14 -1.595 0.537 -0.182
C15 2.790 2.829 2.123
C16 0.888 0.216 0.227
C17 -1.868 -0.443 -2.465
C18 -1.969 2.004 -2.145
C19 -1.269 0.708 -1.662
H1 2.522 -4.930 -0.347
H2 0.179 -4.505 0.163
H3 4.106 -3.036 -0.630
H4 -2.342 0.147 3.667
H5 -4.209 0.373 2.052
H6 -0.681 -2.152 0.385
H7 3.309 -0.686 -0.168
H8 -0.009 0.061 2.841
H9 -3.745 0.536 -0.343
H10 2.707 3.932 2.191
H11 3.783 2.598 1.742
H12 2.744 2.414 3.120
H13 -2.935 -0.508 -2.326
H14 -1.413 -1.368 -2.083
H15 -1.695 -0.347 -3.526
H16 -1.903 2.094 -3.247
H17 -1.483 2.861 -1.729
H18 -3.034 2.024 -1.910